[1]
Entry from OMol25: the ion C5H10NO2 with charge -1 at a distorted geometry (the ωB97M-V functional and the def2-TZVPD basis).

XYZ file:
```
18
Properties=species:S:1:pos:R:3:forces:R:3:mulliken_charge:R:1
N -0.777 -0.203 1.419 0.092 0.167 0.054 -0.7616
C -0.107 0.593 0.366 0.341 -0.075 0.774 -0.0717
C 0.673 1.787 1.080 -0.162 -0.405 -0.049 -0.5198
O 1.141 1.441 2.288 0.007 -0.092 -0.019 -0.9047
C 0.849 -0.328 -0.390 -0.268 -0.077 0.351 -0.8079
C 0.196 -1.257 -1.453 0.675 0.733 0.364 -0.4607
C -1.293 -1.353 -1.409 -0.131 -0.221 -0.409 -0.0037
O -1.949 -1.516 -2.417 -0.140 0.036 0.056 -0.5642
H -1.506 0.399 1.802 -0.072 -0.065 -0.023 0.2440
H -0.057 -0.129 2.162 -0.103 -0.009 -0.011 0.3103
H -0.878 1.007 -0.281 -0.066 0.104 -0.447 0.5050
H -0.074 2.633 1.091 0.144 0.051 0.023 0.2062
H 1.482 2.079 0.365 -0.113 0.236 -0.147 0.1971
H 1.631 0.300 -0.801 0.092 0.043 -0.567 0.3964
H 1.374 -0.942 0.348 -0.172 0.085 0.092 0.2436
H 0.599 -2.250 -1.280 -0.093 -0.420 -0.190 0.2815
H 0.468 -0.957 -2.466 -0.019 -0.095 -0.036 0.2020
H -1.770 -1.303 -0.425 -0.013 0.004 0.183 0.5083
```
Positions in Å, forces in eV/Å.

Output
**Lowest unoccupied orbital energy**: 3.82 eV
**SMILES**: N[C@@H](C[O-])CCC=O
**ΔE to the lowest compared entry with this formula, charge and spin**: 247.4 kJ/mol
**HOMO-LUMO gap**: 6.7 eV
**Total charge**: -1



[2]
Entry from OMol25: the molecule C11H23ClO4Si at a distorted geometry (the ωB97M-V functional and the def2-TZVPD basis).

XYZ file:
```
40
Properties=species:S:1:pos:R:3:forces:R:3:mulliken_charge:R:1
C 0.466 3.688 1.605 0.514 1.269 -1.577 -0.6077
O -0.128 2.533 2.047 -1.862 -2.262 -0.021 -0.3100
Si -0.444 1.196 1.057 -0.578 0.837 0.437 0.1441
C 1.244 0.803 0.454 0.246 2.141 -0.465 -0.5137
C 1.375 1.199 -1.018 0.204 1.326 -0.224 -0.5358
C 2.761 1.372 -1.646 -1.643 1.709 -0.903 -0.7707
Cl 3.708 2.618 -0.821 0.399 0.289 0.451 -0.2136
C -1.122 -0.225 2.070 0.659 0.194 -0.629 -1.0125
C -0.846 -1.569 1.429 1.719 -1.613 -0.262 -0.4556
C -1.500 -1.725 0.069 0.990 1.078 0.128 -0.2024
O -1.599 -3.038 -0.408 0.539 -1.491 -0.387 -0.5164
C -0.445 -3.891 -0.324 0.105 0.302 0.541 -0.7185
C 0.737 -3.403 -1.168 -1.818 -0.358 -1.381 -0.1148
C 0.284 -2.832 -2.509 0.469 -2.708 0.572 -0.4491
O 0.867 -2.045 -1.491 0.374 0.663 -0.308 -0.2580
O -1.496 1.667 -0.152 1.111 0.256 -0.038 -0.3465
C -2.450 2.677 0.113 -0.912 0.018 0.241 -0.7003
H 1.164 3.927 2.417 -0.329 1.067 -0.327 0.2832
H 1.110 3.535 0.687 -0.515 0.064 0.738 0.2517
H -0.319 4.473 1.272 1.382 -0.877 1.058 0.1597
H 1.594 -0.157 0.663 0.556 -1.615 0.212 0.5680
H 1.767 1.517 1.136 0.239 -0.591 -0.695 0.4971
H 0.862 0.461 -1.597 -0.383 -0.536 -0.554 0.2244
H 0.832 2.146 -1.181 0.099 -0.308 0.007 0.3005
H 2.723 1.747 -2.714 -0.245 -0.769 1.192 0.3651
H 3.247 0.464 -1.586 1.461 -1.775 -0.011 0.3613
H -2.124 -0.149 2.390 -1.369 0.292 0.161 0.6400
H -0.545 -0.098 2.956 0.637 -0.197 1.065 0.3704
H -1.072 -2.501 2.015 -0.325 1.114 0.005 0.4084
H 0.252 -1.674 1.276 -0.456 0.126 0.156 0.1218
H -1.013 -1.045 -0.680 -0.454 -0.530 0.578 0.1547
H -2.489 -1.386 0.237 -1.356 0.227 -0.367 0.4005
H -0.729 -4.918 -0.648 -0.054 0.859 -0.262 0.3993
H -0.155 -4.062 0.713 0.088 0.371 0.296 0.2986
H 1.677 -3.950 -1.108 -0.171 -0.011 0.000 0.4675
H 0.818 -3.314 -3.349 0.356 1.380 0.250 0.3174
H -0.795 -2.797 -2.656 0.204 0.502 0.233 0.2214
H -3.207 2.614 -0.680 -0.065 -0.206 0.334 0.2531
H -2.900 2.383 1.104 0.023 1.166 -0.869 0.2983
H -2.109 3.760 0.027 0.160 -1.403 0.624 0.2193
```
Positions in Å, forces in eV/Å.

Output
**Lowest unoccupied orbital energy**: 0.84 eV
**SMILES**: CO[Si](CCCCl)(CCCOC[C@H]1CO1)OC
**HOMO-LUMO gap**: 10.4 eV



[3]
Entry from OMol25: a structure of composition C13H9BrCl2IrN2O6 (the ωB97M-V functional and the def2-TZVPD basis).

XYZ file:
```
34
Properties=species:S:1:pos:R:3:forces:R:3:mulliken_charge:R:1
Ir -0.461 1.600 -0.853 0.038 -0.396 -0.138 1.4014
O -5.590 -1.252 -2.159 0.089 0.041 0.152 -0.4953
C -4.930 -1.920 -1.220 -0.035 0.104 -0.102 0.4345
O -5.354 -2.911 -0.699 -0.004 -0.068 -0.006 -0.5323
C -3.590 -1.391 -0.805 -0.089 -0.097 -0.001 0.5036
C -2.812 -2.006 0.162 -0.012 0.010 0.122 -0.3526
N -1.706 -1.269 0.329 -0.061 0.005 -0.196 -0.0182
N -1.707 -0.216 -0.498 -0.215 -0.378 0.376 -0.4084
C -2.845 -0.274 -1.177 0.198 0.171 0.010 -0.1939
C -3.049 0.867 -2.102 -0.042 0.130 -0.249 0.9001
O -3.992 0.953 -2.843 -0.052 0.031 0.095 -0.6923
O -2.080 1.773 -2.024 -0.174 -0.011 0.002 -0.5772
H -5.132 -0.432 -2.437 0.011 -0.083 -0.112 0.4120
H -3.011 -2.901 0.729 0.010 0.001 -0.005 0.5482
H -0.942 -1.403 0.973 -0.007 0.006 0.016 0.1233
Cl 0.422 3.915 -0.038 0.034 0.259 0.045 -0.0754
C 0.880 4.452 -1.689 -0.034 -0.080 -0.035 -0.1856
Cl 0.602 3.111 -2.818 0.184 0.292 -0.138 -0.0395
H 1.934 4.701 -1.680 0.004 -0.002 0.022 0.3524
H 0.247 5.287 -1.963 -0.013 0.000 0.021 0.3463
Br 5.772 -2.595 3.425 0.043 -0.029 0.028 -0.1177
C 4.415 -1.670 2.520 0.008 -0.004 -0.003 0.1320
C 4.531 -1.462 1.151 -0.028 0.014 -0.043 -0.5519
C 3.530 -0.783 0.485 0.020 -0.019 0.005 -0.3691
C 2.422 -0.313 1.192 0.017 -0.016 -0.009 0.2264
C 2.319 -0.524 2.568 0.041 0.011 0.046 -0.4031
C 3.317 -1.207 3.236 -0.067 0.038 -0.015 -0.5836
C 1.362 0.394 0.489 0.038 0.041 0.033 1.0780
O 1.415 0.605 -0.780 -0.006 -0.013 0.010 -0.8415
O 0.322 0.834 1.078 0.104 0.049 0.076 -0.8069
H 5.396 -1.831 0.619 0.000 0.000 0.000 0.4395
H 3.599 -0.613 -0.581 0.000 -0.001 0.000 0.4472
H 1.464 -0.141 3.110 -0.005 -0.010 -0.008 0.4600
H 3.252 -1.379 4.301 0.004 0.004 0.000 0.4397
```
Positions in Å, forces in eV/Å.

Output
**Lowest unoccupied orbital energy (spin up / spin down)**: -3.44 / -6.57 eV
**Expectation value of S²**: 6.009
**Multiplicity**: 5
**ΔE to the lowest compared entry with this formula, charge and spin**: 0.0 kJ/mol
**HOMO-LUMO gap (spin up / spin down)**: 8.8 / 5.7 eV
**Total charge**: +1



[4]
Entry from OMol25: a cluster of 5 separate species, C5H18NO6 in total at a distorted geometry (the ωB97M-V functional and the def2-TZVPD basis).

XYZ file:
```
30
Properties=species:S:1:pos:R:3:forces:R:3:mulliken_charge:R:1
C 1.075 -1.447 0.967 -0.322 -0.258 0.161 -0.2438
O 0.312 -1.863 2.078 0.231 -0.285 -0.080 -0.6227
C 1.708 -0.072 1.180 -0.520 0.266 -0.375 -0.4962
C 1.742 0.837 -0.050 -0.112 -0.043 0.012 -0.8056
C 0.344 1.225 -0.583 0.198 -0.228 0.241 -0.3551
C 0.008 0.517 -1.867 0.308 0.100 -0.266 0.4255
N -1.099 -0.235 -1.904 -0.027 -0.048 -0.047 -0.3124
O 0.738 0.639 -2.859 -0.127 0.034 0.158 -0.8147
H 0.449 -1.458 0.060 0.045 0.168 -0.020 0.0771
H 1.842 -2.217 0.807 -0.008 0.154 -0.034 0.3382
H 2.710 -0.180 1.534 0.848 -0.177 0.338 0.3337
H 1.162 0.424 1.981 -0.187 0.038 -0.007 0.2067
H 2.290 1.742 0.216 0.013 0.070 -0.023 0.3430
H 2.303 0.370 -0.859 0.091 -0.021 -0.076 0.3648
H 0.305 2.283 -0.788 0.118 0.420 -0.296 0.3195
H -0.405 1.078 0.181 -0.333 -0.315 0.270 0.3222
H -1.267 -0.761 -2.747 -0.066 -0.059 0.020 0.2010
H -1.614 -0.452 -1.067 -0.267 0.004 0.340 0.2421
H -2.204 -1.803 1.074 -0.134 0.062 0.016 0.3025
H -2.097 -0.419 1.746 -0.515 -0.260 -0.206 0.4402
O -2.665 -0.954 1.054 0.639 0.147 -0.090 -0.7737
H 0.265 2.715 2.831 -0.955 0.110 0.168 0.2798
H -0.956 1.772 2.912 0.073 0.225 0.003 0.4265
O -0.707 2.752 2.965 0.954 -0.314 -0.215 -0.7035
H 0.502 -0.467 -4.206 0.149 0.017 -0.026 0.4403
H 1.279 -1.647 -4.785 0.337 -0.207 0.057 0.2835
O 0.451 -1.184 -4.876 -0.464 0.178 -0.064 -0.6964
H -1.599 -0.042 3.694 0.262 0.068 -0.579 0.1164
H -0.249 -1.095 2.399 0.008 0.086 0.088 0.4172
O -1.180 0.144 2.834 -0.237 0.066 0.532 -1.0562
```
Positions in Å, forces in eV/Å.

Output
**Lowest unoccupied orbital energy**: 3.29 eV
**ΔE to the lowest compared entry with this formula, charge and spin**: 58.3 kJ/mol
**HOMO-LUMO gap**: 9.1 eV
**Total charge**: -1



[5]
Entry from OMol25: a structure of composition C16H38ClLuNPSn at a distorted geometry (the ωB97M-V functional and the def2-TZVPD basis).

XYZ file:
```
59
Properties=species:S:1:pos:R:3:forces:R:3:mulliken_charge:R:1
Lu -0.723 0.673 0.208 0.400 -0.866 1.488 1.0856
Cl -0.596 2.584 -1.313 0.359 0.255 -1.073 -0.6456
C -2.759 -0.354 0.355 -0.255 -0.052 -0.041 -1.5135
H -2.857 -1.092 1.164 -0.037 0.111 -0.116 0.2890
H -3.006 -0.866 -0.586 -0.158 0.013 0.035 0.3553
H -3.519 0.425 0.517 -0.123 -0.183 -0.006 0.3593
Sn 0.716 -0.035 -2.888 -0.275 -0.436 0.854 1.0815
C 2.597 0.810 -3.464 -0.255 -0.105 -0.064 -1.1385
C -0.743 0.031 -4.454 0.154 -0.350 0.245 -1.1031
C 0.449 -1.103 -1.084 0.399 0.161 -1.043 -1.3963
H -1.199 -0.976 -4.500 0.103 0.622 -0.073 0.3311
H -1.490 0.793 -4.211 0.084 -0.181 -0.160 0.3252
H -0.217 0.264 -5.386 -0.285 -0.013 0.154 0.3065
H 3.372 0.102 -3.143 -0.098 0.360 -0.111 0.3307
H 2.592 0.916 -4.561 0.121 0.039 0.482 0.3260
H 2.719 1.785 -2.977 0.089 -0.266 -0.172 0.3298
H -0.292 -1.908 -1.213 0.036 0.410 -0.060 0.4189
H 1.414 -1.555 -0.793 -0.322 0.466 0.006 0.2932
C -1.517 -1.050 4.109 -0.173 -0.059 -0.153 -1.6617
C 0.019 -1.165 4.011 0.361 0.250 0.834 1.8029
C 0.562 -1.614 5.375 -0.159 -0.573 0.135 -1.7932
C 0.332 -2.226 2.953 -0.135 -0.300 -0.218 -1.6587
P 0.754 0.482 3.463 -1.833 0.855 -3.048 0.7743
N 0.003 0.877 2.119 0.468 -0.237 0.440 -0.1172
C 0.413 1.863 4.681 0.685 -0.391 0.514 1.8240
C 1.300 1.726 5.923 -0.139 0.399 0.490 -1.5443
C 0.664 3.214 3.990 -0.114 0.167 -0.229 -1.7399
C -1.060 1.856 5.107 -0.157 0.076 -0.046 -1.8200
C 2.583 0.348 3.035 0.117 -0.248 0.596 2.2825
C 2.754 -0.259 1.632 -0.052 -0.114 -0.183 -1.7231
C 3.244 1.731 2.997 0.200 0.245 -0.138 -2.1098
C 3.337 -0.520 4.045 0.584 0.029 -0.056 -2.0517
H -1.943 -2.065 4.030 0.150 0.270 0.084 0.5127
H -1.927 -0.458 3.281 0.131 -0.117 0.200 0.1785
H -1.853 -0.622 5.063 0.142 -0.215 -0.376 0.2666
H 0.109 -2.591 5.611 0.102 0.223 0.060 0.5082
H 1.646 -1.757 5.372 -0.277 0.039 0.097 0.2185
H 0.294 -0.923 6.183 0.006 -0.211 -0.240 0.2633
H -0.075 -1.947 1.968 0.195 0.001 0.305 0.1271
H 1.400 -2.446 2.853 -0.206 0.066 0.061 0.2398
H -0.167 -3.162 3.252 0.156 0.237 -0.038 0.5994
H 2.371 1.790 5.699 -0.264 -0.022 0.045 0.2101
H 1.054 2.561 6.597 0.165 -0.163 -0.009 0.4861
H 1.109 0.798 6.476 0.116 0.298 -0.158 0.2039
H 0.259 3.197 2.967 0.145 0.009 0.310 0.2803
H 0.135 3.992 4.555 0.112 -0.117 -0.063 0.5284
H 1.718 3.497 3.957 -0.213 -0.086 0.003 0.3180
H -1.723 1.791 4.234 0.149 -0.078 0.232 0.2922
H -1.297 1.063 5.823 0.072 0.133 -0.188 0.2092
H -1.267 2.812 5.604 0.039 -0.163 -0.015 0.6289
H 2.349 0.402 0.854 0.018 -0.140 0.283 0.2178
H 3.830 -0.377 1.436 -0.143 0.032 0.119 0.5021
H 2.287 -1.245 1.519 0.101 0.365 0.031 0.2445
H 3.356 2.187 3.989 -0.081 -0.140 -0.324 0.2918
H 4.260 1.610 2.589 -0.210 -0.027 0.090 0.5846
H 2.709 2.424 2.332 0.086 -0.228 0.225 0.3749
H 3.187 -0.192 5.079 -0.005 -0.117 -0.159 0.3464
H 3.082 -1.579 3.953 0.022 0.161 0.061 0.3400
H 4.411 -0.427 3.831 -0.097 -0.094 0.080 0.5275
```
Positions in Å, forces in eV/Å.

Output
**Lowest unoccupied orbital energy**: -0.44 eV
**ΔE to the lowest compared entry with this formula, charge and spin**: 0.0 kJ/mol
**HOMO-LUMO gap**: 7.1 eV



no.,E_tot (hartree)
1,-401.7326
2,-1483.5440
3,-4660.1623
4,-707.6146
5,-2938.5402